Entry 1:
Formula: C20H16GaN6S4Sb
Source: the Open Molecules 2025 dataset
Level of theory: ωB97M-V/def2-TZVPD

Each line ends with the Löwdin charge.
Cartesian coordinates (Å):
H (2.82, 0.65, 1.74)  -0.026
S (-6.01, 2.91, 2.08)  -0.316
C (0.86, 1.08, -2.62)  -0.199
H (3.52, 0.93, -2.80)  0.214
H (2.09, -4.96, -0.82)  0.030
H (-2.92, 0.96, -2.04)  -0.004
S (-2.27, 2.81, 0.87)  0.227
C (0.84, 0.73, 5.34)  -0.205
N (-0.80, 1.26, -0.96)  0.061
C (-0.74, 0.52, 5.23)  -0.135
C (1.60, 0.93, 4.44)  -0.118
H (-0.77, -5.08, 0.16)  -0.059
H (-2.62, 0.61, 4.25)  0.152
Sb (-4.53, 1.82, 0.76)  -0.109
C (1.99, -3.55, -0.12)  -0.239
H (-2.33, 1.06, -3.91)  0.048
C (0.72, -1.73, 0.42)  -0.341
C (1.83, 0.85, 1.79)  0.006
C (-0.12, 1.04, -3.33)  -0.022
H (0.83, 0.91, 6.76)  0.141
H (-1.21, 0.47, 6.71)  0.143
C (-1.89, 0.83, -2.15)  0.113
H (2.98, -3.37, -0.48)  0.079
S (-5.00, 2.40, -1.30)  -0.248
N (1.58, 0.78, -0.38)  0.146
H (3.45, 1.19, -4.68)  0.072
C (1.13, -4.42, -0.75)  -0.012
S (-3.70, -0.57, 1.23)  -0.099
N (-0.55, 0.84, 3.11)  -0.046
C (0.44, 0.96, -1.31)  -0.351
H (-1.70, -2.20, 0.41)  0.110
C (-1.45, 0.43, 4.08)  -0.193
H (2.48, 0.87, 4.81)  0.044
C (1.68, -2.22, -0.10)  -0.196
C (2.30, 0.84, -2.98)  -0.057
C (-0.47, -4.19, 0.11)  0.019
C (1.48, 0.80, -5.28)  -0.176
C (-0.51, -2.86, 0.51)  -0.017
C (2.64, 1.08, -4.05)  -0.142
N (-1.59, 1.23, -3.44)  0.181
H (1.82, 1.03, -6.42)  0.138
C (0.45, 1.37, -5.26)  -0.065
N (-0.04, -0.78, 1.13)  -0.072
H (2.20, -1.10, 0.13)  0.170
Ga (-1.50, 0.97, 1.00)  -0.225
C (0.78, 0.83, 3.11)  -0.171
H (-0.48, 0.78, -5.84)  0.139
N (0.66, 0.25, 0.81)  -0.390

Calculated values
E: -132153.217 eV
maximum force: 19.79 eV/A
E_HOMO (spin up / spin down): -0.5 / -0.5 eV
frontier orbital gap (spin up / spin down): 0.1321 / 0.1321 Eh
ΔE to the lowest compared entry with this formula, charge and spin: 1028.6 kcal/mol
LUMO energy (spin up / spin down): 3.069 / 3.068 eV
net charge: -2

Entry 2:
Formula: C14H12N4O4
Source: the Open Molecules 2025 dataset
Level of theory: ωB97M-V/def2-TZVPD

Each line ends with the Löwdin charge.
Cartesian coordinates (Å):
C (0.88, 3.29, -1.39)  -0.460
C (1.95, -0.68, 1.01)  -0.274
H (-0.05, 4.47, 0.11)  0.148
H (-0.93, 1.70, -2.16)  0.117
C (-1.58, 0.54, 0.97)  -0.003
O (-2.17, -2.86, -2.16)  0.077
H (0.44, -1.20, 3.98)  0.109
H (2.45, 2.07, -1.75)  0.169
C (-1.18, 1.43, -0.03)  -0.282
C (2.18, 0.31, -0.03)  -0.062
C (1.00, -1.39, 3.08)  -0.061
H (-1.53, -0.62, -2.70)  0.124
N (1.70, 2.25, -1.07)  0.072
H (0.89, 0.63, 2.32)  0.106
C (-1.20, 1.02, -1.36)  0.001
C (2.21, -2.85, 1.64)  -0.139
C (1.49, -2.66, 2.81)  -0.055
H (-2.20, -1.46, 1.43)  0.123
H (2.62, -3.82, 1.39)  0.107
O (1.13, 3.98, -2.36)  0.077
H (2.91, 0.04, -0.80)  0.129
C (-1.53, -0.28, -1.68)  0.024
H (-1.60, 0.89, 1.99)  0.124
H (-1.13, 3.94, -1.19)  0.145
H (1.32, -3.48, 3.49)  0.102
O (-2.40, -3.30, -0.07)  0.073
N (2.44, -1.89, 0.76)  0.108
N (-2.17, -2.54, -0.99)  -0.367
C (-0.33, 3.61, -0.51)  -0.083
O (-0.80, 2.65, 0.40)  -0.035
C (1.23, -0.38, 2.17)  -0.027
C (-1.87, -1.17, -0.67)  -0.160
C (-1.91, -0.76, 0.66)  0.013
N (1.50, 1.38, -0.07)  0.064

Calculated values
E: -28859.357 eV
maximum force: 1.33 eV/A
E_HOMO: -9.1 eV
frontier orbital gap: 0.3228 Eh
SMILES: O=C(COc1ccc([N+](=O)[O-])cc1)N/N=C/c1ccccn1
LUMO energy: -0.353 eV
net charge: 0

Entry 3:
Formula: C5H9BrN3
Source: the Open Molecules 2025 dataset
Level of theory: ωB97M-V/def2-TZVPD

Each line ends with the Löwdin charge.
Cartesian coordinates (Å):
C (-0.71, -0.15, 0.88)  -0.494
H (-1.87, -0.02, 0.91)  0.162
H (-1.94, -2.61, 0.52)  0.096
C (-0.65, -1.27, -0.16)  -0.498
H (-0.08, -0.65, -2.14)  0.110
H (-0.54, 3.24, 0.80)  0.150
H (1.26, 2.06, -0.74)  0.246
C (1.52, -0.19, -0.83)  -0.116
H (0.75, -1.94, -1.62)  0.117
H (2.06, -0.68, 0.10)  0.164
C (0.30, -1.06, -1.27)  -0.098
N (-0.66, 2.24, 0.97)  0.203
N (-1.31, -2.29, -0.22)  0.196
C (-0.04, 1.14, 0.50)  -0.351
N (1.02, 1.06, -0.29)  0.091
H (2.21, -0.08, -1.65)  0.126
H (-1.37, 2.19, 1.70)  0.145
Br (0.05, -1.00, 2.55)  0.752

Calculated values
E: -79836.084 eV
maximum force: 5.34 eV/A
E_HOMO: -13.5 eV
frontier orbital gap: 0.3301 Eh
ΔE to the lowest compared entry with this formula, charge and spin: 13.3 kcal/mol
SMILES: [H]/N=C1/CCNC(=[NH2+])[C@@H]1Br
LUMO energy: -4.536 eV
net charge: +1